A cluster of 5 separate species, C31H70F4O20P4S in total in a non-equilibrium geometry. Source: the Open Molecules 2025 dataset; level of theory: ωB97M-V/def2-TZVPD.

Structure (ORCA input):
```
! RIJCOSX wB97M-V def2-TZVPD def2/J DEFGRID3
* xyz 0 1
C -3.006 2.681 6.034
C -2.109 2.403 4.820
C -0.800 3.193 4.913
C -0.099 3.391 3.574
C 1.327 2.880 3.500
C 1.409 1.395 3.122
C 1.520 1.179 1.611
C 1.704 -0.305 1.241
C 0.646 -0.795 0.237
C 0.462 -2.316 0.214
C 0.003 -2.952 1.528
C -1.496 -2.884 1.875
C -1.868 -3.995 2.897
F -2.159 -5.156 2.245
F -2.940 -3.587 3.615
C -0.763 -4.345 3.916
F -0.419 -3.280 4.662
F -1.299 -5.279 4.753
O -1.601 -1.661 2.687
S -2.560 -0.575 2.038
O -1.888 0.670 1.970
O -3.824 -0.646 2.679
O -2.570 -1.221 0.592
C -2.504 -2.652 0.723
C -3.893 -3.285 0.818
C -4.858 -2.848 -0.321
C -5.824 -1.773 0.181
C -4.162 -2.457 -1.622
H -3.012 3.753 6.232
H -4.025 2.342 5.848
H -2.649 2.167 6.927
H -1.911 1.333 4.748
H -2.673 2.709 3.938
H -0.121 2.662 5.584
H -1.032 4.190 5.287
H -0.044 4.469 3.397
H -0.670 2.989 2.734
H 1.844 3.018 4.452
H 1.858 3.496 2.770
H 2.306 0.964 3.576
H 0.545 0.865 3.531
H 2.385 1.744 1.263
H 0.618 1.595 1.156
H 2.676 -0.408 0.755
H 1.728 -0.922 2.140
H 1.014 -0.514 -0.753
H -0.280 -0.244 0.374
H 1.446 -2.736 -0.008
H -0.172 -2.585 -0.631
H 0.254 -4.016 1.459
H 0.552 -2.553 2.376
H 0.104 -4.819 3.459
H -2.093 -3.052 -0.197
H -4.363 -3.040 1.767
H -3.764 -4.362 0.741
H -5.469 -3.728 -0.539
H -6.489 -2.237 0.913
H -6.453 -1.366 -0.608
H -5.299 -0.996 0.732
H -4.815 -2.511 -2.491
H -3.287 -3.069 -1.842
H -3.838 -1.415 -1.569
C -2.573 -4.219 -6.850
O -3.879 -4.767 -7.077
P -4.842 -4.950 -5.775
O -3.848 -4.782 -4.676
O -5.221 -6.469 -6.209
C -4.646 -7.218 -7.276
O -6.226 -4.856 -4.933
C -6.379 -5.736 -3.817
H -2.122 -4.045 -7.826
H -2.626 -3.281 -6.309
H -1.962 -4.931 -6.302
H -3.589 -7.408 -7.092
H -4.777 -6.716 -8.230
H -5.175 -8.169 -7.303
H -5.681 -5.465 -3.027
H -6.235 -6.773 -4.111
H -7.399 -5.601 -3.463
C 1.688 0.745 -8.299
O 1.624 0.228 -6.957
P 0.204 0.035 -6.278
O -0.835 0.723 -7.057
O 0.550 0.755 -4.880
C 1.599 1.689 -4.664
O -0.374 -1.284 -5.620
C -1.577 -1.146 -4.852
H 2.731 0.681 -8.601
H 1.077 0.164 -8.983
H 1.369 1.784 -8.303
H 1.434 2.603 -5.238
H 2.565 1.255 -4.912
H 1.594 1.944 -3.606
H -2.420 -0.895 -5.494
H -1.463 -0.392 -4.076
H -1.769 -2.110 -4.386
C 8.027 2.120 -1.722
O 6.883 2.231 -2.591
P 6.340 0.929 -3.310
O 7.318 -0.163 -3.200
O 6.228 1.551 -4.794
C 6.933 2.692 -5.263
O 4.865 0.357 -3.280
C 4.563 -0.704 -4.193
H 8.147 3.093 -1.251
H 7.878 1.364 -0.957
H 8.909 1.887 -2.312
H 8.008 2.507 -5.278
H 6.710 3.569 -4.659
H 6.595 2.872 -6.281
H 5.097 -1.614 -3.927
H 4.797 -0.422 -5.218
H 3.493 -0.889 -4.119
C 2.596 4.816 9.953
O 1.945 5.776 9.107
P 2.382 5.884 7.565
O 3.680 5.145 7.566
O 2.566 7.476 7.465
C 2.601 8.365 8.580
O 2.063 5.756 5.961
C 3.104 6.156 5.068
H 2.059 4.837 10.899
H 2.554 3.815 9.535
H 3.630 5.111 10.105
H 3.471 8.163 9.206
H 1.689 8.298 9.168
H 2.685 9.370 8.173
H 3.940 5.462 5.114
H 3.442 7.166 5.287
H 2.694 6.132 4.059
*
```

For the total energy, the calculation gives -4891.15979 Eh. The highest occupied orbital energy is -9.58 eV. The SMILES is CCCCCCCCCCC[C@@]1(C(F)(F)C(F)F)OS(=O)(=O)O[C@@H]1CC(C)C.COP(=O)(OC)OC.COP(=O)(OC)OC.COP(=O)(OC)OC.COP(=O)(OC)OC. The calculation puts the frontier orbital gap at 8.68 eV.


A cluster of 3 separate species, CH9NO3 in total in a non-equilibrium geometry. Source: the Open Molecules 2025 dataset; level of theory: ωB97M-V/def2-TZVPD.

Structure (ORCA input):
```
! RIJCOSX wB97M-V def2-TZVPD def2/J DEFGRID3
* xyz 0 1
N -1.214 -1.650 0.480
C -1.686 -0.322 0.459
O -1.051 0.476 -0.564
H -0.272 -1.796 0.749
H -1.737 -2.453 0.814
H -1.454 0.287 1.332
H -2.746 -0.419 0.223
H -1.380 0.160 -1.409
H 1.300 0.293 0.481
H 2.004 -1.009 0.854
O 1.392 -0.363 1.204
H 2.499 2.331 -0.920
H 1.179 1.898 -1.432
O 2.105 1.653 -1.457
*
```

For the total energy, the calculation gives -323.95387 Eh. The highest occupied orbital energy is -9.25 eV. The SMILES is NCO.O.O. The calculation puts the frontier orbital gap at 10.03 eV. The value obtained for the relative energy (zero: lowest compared OMol25 entry of this formula, charge and spin) is 8.6 kcal/mol.


A cluster of 2 separate species, C4H11NO in total in a non-equilibrium geometry. Source: the Open Molecules 2025 dataset; level of theory: ωB97M-V/def2-TZVPD.

Structure (ORCA input):
```
! RIJCOSX wB97M-V def2-TZVPD def2/J DEFGRID3
* xyz 0 1
C -1.001 2.280 1.050
C -0.194 1.494 2.138
H -1.872 1.561 0.759
H -1.302 3.261 1.362
H -0.313 2.537 0.188
H 0.725 2.060 2.445
H -0.029 0.489 1.909
H -1.010 1.565 3.006
C 1.452 -1.112 -1.367
C 0.024 -1.389 -1.227
O -0.872 -0.694 -0.785
N -0.379 -2.660 -1.661
H 2.085 -1.816 -0.836
H 1.701 -0.139 -0.996
H -1.214 -3.207 -1.460
H 0.346 -3.169 -2.061
H 1.854 -1.060 -2.464
*
```

For the total energy, the calculation gives -288.97544 Eh. The highest occupied orbital energy is -9.96 eV. The SMILES is CC(N)=O.CC. The calculation puts the frontier orbital gap at 10.79 eV. The value obtained for the relative energy (zero: lowest compared OMol25 entry of this formula, charge and spin) is 26.1 kcal/mol.


A structure of composition C22H38Cl3IrN3O3SSi2 in a non-equilibrium geometry. Source: the Open Molecules 2025 dataset; level of theory: ωB97M-V/def2-TZVPD.

Structure (ORCA input):
```
! RIJCOSX wB97M-V def2-TZVPD def2/J DEFGRID3
* xyz 2 2
Ir 0.835 0.837 -0.169
Cl -2.005 -3.123 5.446
C -1.110 -2.409 4.157
C -1.670 -1.389 3.412
C -0.930 -0.832 2.380
Cl -1.672 0.441 1.437
C 0.353 -1.255 2.036
O 1.085 -0.787 1.032
C 0.879 -2.289 2.835
Cl 2.472 -2.856 2.466
C 0.174 -2.860 3.872
H -2.664 -1.026 3.633
H 0.619 -3.653 4.457
C 3.779 3.765 -1.630
C 2.647 4.060 -2.618
C 1.455 3.436 -1.929
O 1.996 2.239 -1.301
C 3.427 2.393 -1.069
H 3.797 4.511 -0.835
H 4.756 3.758 -2.107
H 2.827 3.581 -3.581
H 2.509 5.126 -2.785
H 0.656 3.113 -2.592
H 1.049 4.086 -1.149
H 3.921 1.577 -1.596
H 3.614 2.299 0.001
C -3.206 -4.193 -0.053
Si -1.677 -3.558 -0.904
C -1.571 -4.067 -2.702
C -0.121 -3.940 0.031
C -1.893 -1.658 -1.032
Si -3.309 -0.590 -1.747
C -3.705 -1.303 -3.424
C -2.754 1.192 -1.843
C -4.685 -0.841 -0.508
H -3.082 -5.272 0.075
H -4.112 -4.030 -0.637
H -3.333 -3.761 0.941
H -1.360 -5.141 -2.702
H -0.757 -3.576 -3.239
H -2.501 -3.906 -3.242
H -0.324 -4.058 1.097
H 0.632 -3.160 -0.079
H 0.309 -4.879 -0.326
H -1.060 -1.069 -0.631
H -2.821 -1.452 -4.046
H -4.357 -0.596 -3.943
H -4.240 -2.250 -3.346
H -2.925 1.599 -2.841
H -1.688 1.294 -1.616
H -3.312 1.810 -1.137
H -4.928 -1.887 -0.331
H -5.572 -0.355 -0.928
H -4.460 -0.360 0.444
C 3.015 -1.797 -1.523
N 2.350 -1.395 -2.756
C 1.208 -0.715 -2.903
N 0.751 -0.569 -4.162
O 0.492 -0.195 -1.987
H 4.071 -1.540 -1.584
H 2.923 -2.873 -1.378
H 2.574 -1.304 -0.672
H 2.766 -1.744 -3.605
H 1.215 -0.958 -4.964
H -0.088 -0.035 -4.303
S 2.148 2.818 3.643
C 0.878 3.719 2.941
C 0.447 3.118 1.809
N 1.124 1.958 1.501
C 2.053 1.687 2.395
H 0.509 4.625 3.392
H -0.356 3.452 1.172
H 2.672 0.804 2.340
*
```

For the total energy, the calculation gives -3712.62304 Eh. The highest occupied orbital energy (alpha / beta) is -12.83 / -12.81 eV. The calculation puts the frontier orbital gap (alpha / beta) at 4.77 / 4.74 eV. As for the expectation value of S²: 0.75. The value obtained for the relative energy (zero: lowest compared OMol25 entry of this formula, charge and spin) is 55.2 kcal/mol.